17
Properties=species:S:1:pos:R:3:forces:R:3 method="wB97M-V/def2-TZVPD" max_force_ev_per_a=0.40 total_energy_ha=-272.6315 gap_ev=10.38 multiplicity=1 total_charge=0
C 1.859040 -0.540810 1.969984 -0.10 0.06 -0.37
C 1.523907 -0.417946 0.818541 0.09 -0.02 0.39
C 1.111439 -0.282933 -0.558747 0.19 -0.04 0.00
C 0.087834 0.766251 -0.963609 -0.04 0.13 -0.06
C -0.470371 1.749747 0.040793 0.01 -0.01 0.04
C -0.296835 -0.683319 -0.965941 -0.13 -0.06 -0.06
C -1.282685 -1.226466 0.042473 0.01 0.01 0.05
H 2.165890 -0.650327 2.987164 -0.06 0.02 -0.20
H 1.906241 -0.464113 -1.278502 -0.14 -0.06 0.13
H 0.273507 1.188577 -1.949222 -0.02 -0.06 0.16
H -0.018075 2.735028 -0.108699 -0.06 -0.12 0.04
H -1.555815 1.857712 -0.063195 0.14 -0.01 -0.01
H -0.252430 1.442727 1.068118 -0.07 0.03 -0.14
H -0.361992 -1.148610 -1.948489 0.03 0.09 0.16
H -2.304679 -0.939660 -0.231654 0.14 -0.06 0.04
H -1.238285 -2.319663 0.088036 0.02 0.15 -0.02
H -1.082018 -0.847756 1.048680 -0.03 -0.04 -0.15

17
Properties=species:S:1:pos:R:3:forces:R:3 method="wB97M-V/def2-TZVPD" max_force_ev_per_a=0.32 total_energy_ha=-272.5187 gap_ev=9.84 multiplicity=1 total_charge=0
C -0.510303 1.246846 -0.814360 0.06 0.11 0.07
C 0.679843 0.617717 -0.812469 -0.15 0.09 -0.02
C 1.733791 0.067791 0.136127 0.27 0.17 0.03
C 0.940787 -0.527489 1.267444 -0.10 -0.01 0.16
C 1.015531 -1.285597 -0.026851 0.04 -0.32 0.02
C 0.151014 -0.716605 -1.189072 0.05 -0.09 -0.15
C -1.262784 -0.047635 -1.143302 -0.20 -0.05 -0.04
H -0.860611 2.211568 -0.455345 0.08 -0.15 -0.05
H 2.795231 0.282865 0.198812 -0.18 -0.04 0.00
H 1.523730 -0.967407 2.074148 -0.08 0.07 -0.14
H 0.020078 -0.046848 1.591758 0.15 -0.06 -0.10
H 1.473825 -2.270486 -0.053873 -0.08 0.17 0.02
H 0.454717 -1.142529 -2.149638 -0.04 0.05 0.14
H -1.866410 -0.379998 -0.288690 0.09 0.04 -0.11
H -1.870448 -0.112492 -2.054280 0.09 0.01 0.14
H -2.424635 1.316938 1.649867 0.03 0.04 0.05
H -1.993349 1.753364 2.069717 -0.05 -0.04 -0.02

17
Properties=species:S:1:pos:R:3:forces:R:3 method="wB97M-V/def2-TZVPD" max_force_ev_per_a=0.83 total_energy_ha=-272.5644 gap_ev=8.88 multiplicity=1 total_charge=0
C -1.822527 0.566281 0.051582 -0.04 0.08 -0.01
C -1.308541 -0.859580 0.130098 0.27 0.15 -0.03
C 0.356721 -0.958816 -0.768427 -0.24 -0.11 0.20
C 1.165557 0.330020 -0.978952 -0.07 -0.05 -0.06
C 1.366076 0.870408 0.422961 -0.33 -0.55 0.50
C 0.809988 0.069920 1.350670 0.21 0.59 -0.53
C 0.052005 -1.074886 0.740906 0.00 -0.02 -0.14
H -2.458570 0.702942 -0.834839 0.17 -0.06 0.27
H -2.492308 0.655443 0.924013 0.18 -0.04 -0.21
H -1.102251 1.402084 0.112040 -0.14 -0.28 -0.01
H -0.778632 -1.020544 -1.197714 0.30 0.09 -0.02
H 0.718595 -1.887436 -1.219297 -0.09 0.27 0.11
H 0.645245 1.052393 -1.628619 0.11 -0.17 0.18
H 2.122938 0.098339 -1.471838 -0.26 0.08 0.15
H 1.867640 1.818188 0.617894 -0.09 -0.26 -0.01
H 0.814620 0.254022 2.424201 0.05 -0.01 -0.27
H 0.199338 -2.059358 1.198543 -0.03 0.30 -0.13

17
Properties=species:S:1:pos:R:3:forces:R:3 method="wB97M-V/def2-TZVPD" max_force_ev_per_a=0.48 total_energy_ha=-272.6628 gap_ev=10.36 multiplicity=1 total_charge=0
C -0.198936 -0.825452 -1.641924 -0.12 0.11 -0.03
C -1.103991 0.139416 -1.460852 0.14 -0.11 -0.02
C -0.586841 1.150488 -0.444120 -0.10 0.11 0.02
C 0.322416 0.221391 0.340533 -0.13 -0.13 0.05
C 1.004666 -0.582139 -0.744453 0.03 -0.18 -0.10
C -0.387081 -0.516869 1.440703 -0.20 -0.20 -0.24
C 0.783565 0.374907 1.745351 0.29 0.37 0.10
H -0.312311 -1.702318 -2.271226 0.03 0.21 -0.05
H -2.095623 0.176980 -1.898087 0.20 0.09 -0.16
H -0.022915 1.948916 -0.950414 -0.06 -0.08 0.06
H -1.353711 1.629902 0.170316 -0.01 -0.12 -0.07
H 1.755882 0.047464 -1.251221 -0.10 -0.18 0.03
H 1.518353 -1.485088 -0.399305 -0.19 0.05 0.03
H -1.402056 -0.196058 1.654433 0.19 0.06 0.13
H -0.264895 -1.594258 1.450717 0.17 0.08 0.27
H 1.696054 -0.130185 2.041631 0.04 0.11 -0.11
H 0.647423 1.342905 2.217918 -0.17 -0.20 0.11

17
Properties=species:S:1:pos:R:3:forces:R:3 method="wB97M-V/def2-TZVPD" max_force_ev_per_a=0.30 total_energy_ha=-272.6252 gap_ev=10.34 multiplicity=1 total_charge=0
C -1.321745 0.899503 0.190817 -0.08 0.09 0.11
C -1.447298 -0.532035 -0.411424 -0.10 -0.12 0.00
C -0.046392 -0.374510 -1.058559 0.00 -0.07 -0.14
C 0.088791 1.034526 -0.431303 0.03 0.18 -0.06
C 1.316820 0.548494 0.362031 0.15 0.25 0.08
C 1.019211 -0.646242 1.213465 -0.02 -0.06 0.17
C 1.189464 -0.835457 -0.261884 0.09 -0.23 -0.14
H -2.040756 1.601070 -0.243360 0.11 -0.09 0.08
H -1.369120 0.993514 1.280423 -0.02 -0.09 -0.13
H -1.540308 -1.353871 0.306001 0.02 0.13 -0.09
H -2.256699 -0.627730 -1.141335 0.12 0.04 0.10
H 0.030538 -0.521507 -2.138125 -0.01 0.03 0.17
H 0.278162 1.919813 -1.041489 0.00 -0.17 0.02
H 2.214417 1.139874 0.518877 -0.15 -0.11 -0.01
H 1.857809 -0.994342 1.812935 -0.14 0.07 -0.12
H 0.055428 -0.774385 1.700952 0.12 0.04 -0.11
H 1.971674 -1.476722 -0.658019 -0.12 0.11 0.08

17
Properties=species:S:1:pos:R:3:forces:R:3 method="wB97M-V/def2-TZVPD" max_force_ev_per_a=1.53 total_energy_ha=-272.6059 gap_ev=9.80 multiplicity=1 total_charge=0
C 2.158025 0.007294 0.388201 0.02 0.08 0.14
C 0.718537 -0.142598 -0.067559 0.05 -0.27 -0.01
C -0.279620 -0.961530 0.755688 0.06 -0.13 0.20
C -1.588520 -0.488739 0.131407 -0.03 -0.22 0.34
C -1.588021 0.999449 -0.019283 -0.35 0.05 0.12
C -1.331509 0.162878 -1.190123 0.88 1.23 0.19
C -0.185639 1.022459 -0.480940 0.06 -0.21 -0.61
H 2.716703 0.601092 -0.347132 -0.10 -0.01 0.21
H 2.306864 0.441503 1.378238 -0.09 0.04 0.02
H 2.604505 -0.994461 0.373461 0.03 0.19 0.18
H 0.819257 -0.637454 -1.038463 0.25 -0.39 0.23
H -0.252635 -0.680710 1.813028 0.14 -0.14 0.04
H -0.124025 -2.038298 0.656097 -0.03 0.04 0.07
H -2.543041 -0.945889 0.374659 0.13 -0.18 -0.32
H -2.279754 1.804516 0.172943 -0.03 -0.13 0.33
H -1.409129 -0.155549 -2.212737 -0.67 0.63 -0.15
H 0.258007 2.006035 -0.687493 -0.34 -0.57 -0.98